Record 1
DFT (wB97M-V/def2-TZVPD) results for a molecular structure, C26H24BrF4MgN4O3PS.

Output
Spin multiplicity ... 1
Highest occupied orbital energy ... -8.14 eV

```
65
Properties=species:S:1:pos:R:3:mulliken_charge:R:1
Mg -0.133 0.519 -0.174 0.737
N -1.787 0.044 1.128 -0.589
C -2.876 1.020 0.753 -0.544
C -2.323 2.299 0.082 0.513
O -2.883 3.369 0.311 -0.739
N -1.276 2.020 -0.692 -0.182
C -0.501 3.087 -1.325 -0.514
C 0.940 2.571 -1.558 0.475
O 1.618 2.973 -2.481 -0.692
O 1.335 1.654 -0.689 -0.657
H -1.467 0.252 2.072 0.282
H -2.146 -0.903 1.192 0.202
H -3.525 0.523 0.032 0.263
H -3.473 1.297 1.615 0.368
H -0.907 3.406 -2.284 0.344
H -0.452 3.978 -0.691 0.310
F 3.281 0.868 -5.945 -0.311
C 3.002 0.357 -4.751 0.624
C 4.014 0.089 -3.859 0.296
F 5.276 0.348 -4.189 -0.306
C 3.716 -0.451 -2.620 0.065
F 4.761 -0.679 -1.813 -0.414
C 2.420 -0.713 -2.222 0.603
P 1.921 -1.180 -0.508 0.212
C 1.879 -3.006 -0.690 0.852
C 2.995 -3.739 -1.095 -0.185
C 2.922 -5.117 -1.247 -0.834
C 1.720 -5.778 -1.019 -0.518
C 0.595 -5.056 -0.644 -0.463
C 0.679 -3.678 -0.477 -0.715
C 3.388 -0.809 0.511 0.718
C 4.043 -1.784 1.256 -0.489
C 5.130 -1.442 2.054 -0.677
C 5.556 -0.124 2.129 -0.716
C 4.895 0.854 1.396 -0.776
C 3.817 0.517 0.589 -0.301
C 1.420 -0.453 -3.160 -0.271
Br -0.411 -0.789 -2.780 -0.141
C 1.694 0.078 -4.400 0.469
F 0.738 0.340 -5.287 -0.343
H 3.933 -3.229 -1.286 0.388
H 3.798 -5.673 -1.556 0.440
H 1.657 -6.852 -1.150 0.427
H -0.349 -5.563 -0.484 0.452
H -0.192 -3.121 -0.158 0.297
H 3.723 -2.816 1.204 0.270
H 5.655 -2.212 2.606 0.422
H 6.405 0.140 2.748 0.390
H 5.221 1.885 1.445 0.475
H 3.294 1.278 0.020 0.397
C 2.483 -1.550 5.039 -0.962
N 2.249 -2.778 4.310 0.173
C 3.071 -3.958 4.547 -0.468
C 2.485 -4.996 3.575 -0.639
N 1.610 -4.166 2.758 0.033
C 1.429 -2.927 3.258 0.042
S 0.360 -1.787 2.629 -0.439
H 2.211 -1.667 6.088 0.301
H 1.886 -0.759 4.595 0.258
H 3.538 -1.278 4.970 0.338
H 2.998 -4.275 5.586 0.412
H 4.117 -3.734 4.335 0.203
H 1.925 -5.771 4.097 0.377
H 3.256 -5.473 2.973 0.310
H 0.997 -4.517 2.041 0.148
```

---

Record 2
DFT (wB97M-V/def2-TZVPD) results for a molecular structure, C26H24Cl2CrN8O2S2.

Output
Spin multiplicity ... 4
Highest occupied orbital energy (spin up / spin down) ... -9.50 / -9.56 eV
Total charge ... +1

```
65
Properties=species:S:1:pos:R:3:lowdin_spin:R:1
Cr 2.826 0.359 -1.245 2.905
C 5.695 -2.909 -1.659 0.003
C 4.474 -2.068 -1.516 0.019
N 4.473 -0.885 -1.020 -0.008
N 5.689 -0.224 -0.832 0.004
C 5.805 0.897 -1.587 0.004
N 6.908 1.624 -1.452 0.001
S 4.581 1.316 -2.681 -0.008
C 3.165 -2.453 -2.093 0.004
C 2.839 -3.730 -2.499 0.002
C 1.635 -3.924 -3.172 0.007
C 0.824 -2.839 -3.427 0.001
C 1.215 -1.581 -2.978 0.009
N 2.355 -1.396 -2.325 -0.003
H 6.454 -2.354 -2.215 0.001
H 5.501 -3.838 -2.183 0.000
H 6.105 -3.139 -0.674 0.001
H 6.271 -0.437 -0.036 0.000
H 7.649 1.384 -0.814 0.000
H 6.953 2.513 -1.922 0.000
H 3.491 -4.567 -2.298 0.000
H 1.350 -4.916 -3.497 0.000
H -0.109 -2.946 -3.961 0.000
H 0.609 -0.697 -3.128 0.000
C -9.461 0.302 4.185 0.000
O -8.289 -0.328 4.677 0.001
C -7.157 -0.215 3.950 0.002
C -7.072 0.461 2.731 0.000
C -5.861 0.522 2.064 0.002
C -4.734 -0.088 2.600 0.000
C -4.828 -0.768 3.811 0.001
C -6.026 -0.830 4.488 0.000
N -3.447 -0.070 1.996 0.009
N -3.367 0.616 0.967 -0.004
C -2.103 0.668 0.322 0.011
C -2.089 1.530 -0.747 -0.005
C -0.952 1.784 -1.532 0.015
C 0.214 1.133 -1.240 -0.003
O 1.353 1.288 -1.906 0.048
C 0.226 0.213 -0.144 0.004
N 1.437 -0.371 0.084 -0.024
C 1.591 -1.188 1.103 0.011
C 0.531 -1.498 1.955 -0.003
C -0.700 -0.930 1.741 0.014
C -0.901 -0.034 0.665 -0.002
H -10.238 0.104 4.917 0.000
H -9.759 -0.114 3.220 0.000
H -9.320 1.381 4.090 0.000
H -7.938 0.940 2.299 0.000
H -5.785 1.046 1.121 0.000
H -3.941 -1.236 4.219 0.000
H -6.115 -1.347 5.433 0.000
H -3.016 2.043 -0.972 -0.001
H -0.986 2.496 -2.345 0.001
H 2.583 -1.592 1.267 0.000
H 0.695 -2.165 2.788 -0.001
H -1.524 -1.143 2.400 0.001
Cl 3.667 6.807 -3.344 0.000
C 2.529 5.508 -2.968 0.000
Cl 3.007 4.582 -1.540 0.000
H 2.496 4.834 -3.815 0.000
H 1.559 5.950 -2.776 0.000
S 3.625 1.772 0.509 -0.020
C 2.172 2.224 1.230 0.002
N 1.165 2.519 1.713 -0.003
```

---

Record 3
DFT (wB97M-V/def2-TZVPD) results for a molecular structure, C26H24Cl2CrN8O2S2.

Output
Spin multiplicity ... 4
Highest occupied orbital energy (spin up / spin down) ... -9.66 / -9.76 eV
Total charge ... +1

```
65
Properties=species:S:1:pos:R:3:lowdin_spin:R:1
Cr 0.383 -0.075 -0.271 2.894
C 0.828 0.149 4.317 -0.001
C 1.055 0.142 2.832 -0.003
N 0.129 -0.151 1.904 -0.010
N -1.147 -0.481 2.326 -0.002
C -2.159 -0.308 1.495 0.001
N -3.394 -0.653 1.883 0.000
S -1.921 0.360 -0.061 -0.038
C 2.308 0.452 2.318 0.009
C 3.447 1.135 2.815 0.003
C 4.381 1.695 2.017 0.007
C 4.471 1.720 0.525 0.003
C 1.841 2.155 -0.898 0.009
N 2.187 0.357 0.926 0.032
H -0.209 0.006 4.609 0.000
H 1.139 1.110 4.727 0.000
H 1.424 -0.628 4.794 0.000
H -1.288 -0.876 3.244 0.000
H -3.593 -1.029 2.794 0.000
H -4.156 -0.535 1.240 -0.001
H 3.590 1.231 3.883 0.000
H 5.215 2.214 2.478 0.000
H 4.528 2.718 0.088 0.001
H 1.971 2.470 -1.926 0.001
C 6.327 -0.355 -4.070 0.000
O 5.533 -0.269 -5.238 0.000
C 4.508 -1.146 -5.369 0.001
C 3.790 -1.077 -6.563 0.000
C 2.746 -1.949 -6.786 0.001
C 2.357 -2.858 -5.803 0.000
C 3.086 -2.941 -4.625 0.001
C 4.169 -2.098 -4.410 0.000
N 1.299 -3.752 -6.165 0.004
N 0.438 -4.143 -5.368 0.001
C 0.278 -3.524 -4.081 0.012
C 0.133 -4.345 -2.996 -0.005
C 0.052 -3.849 -1.679 0.012
C 0.100 -2.493 -1.468 -0.004
O 0.065 -1.898 -0.281 0.016
C 0.128 -1.632 -2.603 0.003
N 0.074 -0.299 -2.312 -0.014
C -0.020 0.568 -3.298 0.011
C -0.066 0.166 -4.641 -0.003
C 0.042 -1.164 -4.950 0.011
C 0.178 -2.116 -3.917 -0.001
H 7.070 0.433 -4.150 0.000
H 6.830 -1.323 -4.000 0.000
H 5.726 -0.198 -3.168 0.000
H 4.090 -0.356 -7.311 0.000
H 2.209 -1.937 -7.726 0.000
H 2.845 -3.685 -3.878 0.000
H 4.749 -2.212 -3.507 0.000
H 0.127 -5.415 -3.160 -0.001
H -0.037 -4.529 -0.844 0.001
H -0.106 1.614 -3.029 0.000
H -0.195 0.911 -5.411 0.000
H -0.001 -1.489 -5.980 0.001
Cl 3.624 -1.614 -0.807 -0.001
C 2.837 -0.193 -1.349 0.005
Cl 2.872 1.050 -0.230 0.035
H 2.841 0.071 -2.399 0.000
H 5.202 1.054 0.059 0.002
S 1.062 3.234 0.293 0.007
C -0.352 3.407 -0.629 0.002
N -1.297 3.496 -1.281 0.001
```

---

Strongest force on any atom in hartree/bohr, matching the order above: 0.0128 0.0077 0.0282
Relative energy (zero: lowest compared OMol25 entry of this formula, charge and spin) in eV, matching the order above: 0.875 0.066 14.849